Record 1
ORCA calculation (wB97M-V/def2-TZVPD) on a molecular structure, C38H63CsGeN5O4P2S2Se.

Cartesian coordinates (Å):
Cs: -0.8857 -0.8770 0.0277
Se: -0.3461 -3.7588 -1.7721
Ge: -3.5098 -4.1871 -2.9925
S: 2.0544 -1.4787 3.2749
S: -2.9189 -4.3439 2.0070
P: -1.0829 1.5140 -2.2036
P: 1.1797 2.2970 -0.1131
O: 5.9090 -0.0185 8.6016
O: 7.2916 -1.3954 7.5527
O: -0.8133 -0.2154 3.3891
O: -3.0816 -2.0148 0.2240
N: 1.1625 4.7597 -1.3108
N: -0.9979 4.1038 -3.0252
N: 2.5898 -1.6298 -1.6762
N: -3.5264 -1.8116 1.4222
N: 1.4829 -3.4682 0.2454
C: 2.9631 -0.4001 5.6245
C: -0.6897 -0.5478 -4.0223
C: -4.0285 -0.6074 1.7327
C: 3.9099 -0.2538 6.6026
C: 5.3929 -1.7264 5.4162
C: 3.1988 -1.2289 4.5056
C: -0.3913 0.9437 -3.8841
C: 6.0953 -0.7212 7.6303
C: -3.4753 -2.8002 2.3806
C: 1.1218 1.1439 -3.8086
C: -0.4629 3.2222 -2.1600
C: -1.5290 -4.2279 -3.2716
C: -4.4251 -1.2410 3.9896
C: 0.6793 7.9110 -3.1075
C: 5.1524 -0.9140 6.5402
C: 2.9834 2.4357 -0.4996
C: -4.4875 -0.2774 2.9853
C: 2.7477 -3.7262 -0.4208
C: -4.1611 -2.3276 -2.9769
C: 1.5358 2.2316 2.6217
C: -2.8426 1.8599 -2.6448
C: -4.2556 -5.1455 -1.4436
C: -0.3499 3.6100 1.7451
C: 1.2081 6.9559 -2.2508
C: 3.4230 -2.4082 -0.7747
C: 1.1192 3.2302 1.5429
C: -0.9743 6.3373 -3.8699
C: -3.9230 -2.4778 3.6757
C: -0.4569 5.3512 -3.0212
C: 0.5710 3.5535 -1.2911
C: -0.7567 -5.3239 -0.7058
C: 1.9952 4.4789 1.6382
C: -0.9608 1.7038 -5.0796
C: -1.1715 0.4678 4.5588
C: -4.1714 -5.1090 -4.6498
C: 4.4492 -1.8791 4.4372
C: -0.4102 7.6058 -3.9084
C: 0.6504 5.6734 -2.1786
H: 4.4291 -2.6196 -1.1821
H: 7.3065 -1.9198 6.7441
H: -0.8195 8.3582 -4.5733
H: 1.5017 0.6829 -2.8960
H: -3.3194 0.9657 -3.0476
H: 2.4321 -2.1301 -2.5439
H: 1.7145 5.0460 2.5292
H: 1.5806 -2.6596 0.8515
H: 3.5715 1.9592 0.2836
H: 1.3670 2.2056 -3.7905
H: 1.4774 2.6910 3.6109
H: 2.5611 1.8937 2.4739
H: -0.3402 -0.9215 -4.9877
H: -1.7593 -0.7389 -3.9516
H: -5.3378 -5.0182 -1.4474
H: 3.5471 -1.8308 0.1461
H: 3.0491 4.2153 1.7238
H: 2.5380 -4.2837 -1.3451
H: -3.3465 2.1382 -1.7167
H: -1.5591 -5.8621 -1.1991
H: 6.3305 -2.2624 5.2902
H: -2.8948 2.6932 -3.3439
H: -0.6532 4.3490 1.0025
H: -1.1885 -0.1943 5.4346
H: -0.3702 1.4852 -5.9735
H: -0.4948 1.3088 4.7653
H: -4.0385 -6.2122 -1.4549
H: -4.8638 0.7172 3.1698
H: 3.2606 3.4829 -0.6083
H: 3.4457 -4.3187 0.1882
H: -1.2287 -5.2183 -3.6261
H: 1.8530 5.1059 0.7618
H: 2.0588 7.1854 -1.6210
H: 1.1189 8.9019 -3.1457
H: 0.8884 1.3563 2.6026
H: 1.6197 0.6919 -4.6699
H: -1.2943 -3.5161 -4.0660
H: -0.5080 4.0324 2.7408
H: -1.9941 1.4175 -5.2749
H: -4.0395 0.0938 0.9087
H: 1.2285 -4.2397 0.8518
H: 3.7266 0.3801 7.4601
H: -1.0914 -5.0075 0.2789
H: 3.0274 -0.7404 -1.8840
H: 0.0840 -0.6037 3.5182
H: 2.0181 0.1233 5.6925
H: -0.1872 -1.1164 -3.2393
H: 0.1270 -5.9587 -0.6329
H: -3.8155 -4.5941 -5.5398
H: -1.8217 6.0903 -4.4964
H: -3.8688 -4.7249 -0.5173
H: -3.7500 -1.7426 -3.7974
H: -2.1786 0.8585 4.4080
H: -4.7602 -1.0211 4.9949
H: 3.1612 1.9151 -1.4415
H: -0.9912 2.7314 1.6378
H: -5.2476 -2.3043 -3.0447
H: -0.9259 2.7760 -4.8974
H: 4.6433 -2.5153 3.5827
H: -3.8385 -3.2637 4.4117
H: -5.2576 -5.1531 -4.6988
H: -3.8663 -1.8772 -2.0326
H: -3.7969 -6.1309 -4.6847

Results
Molar mass = 1064.5 g/mol
Net charge = -2
Energy relative to the best compared isomer or geometry (same formula, charge and spin) = 26.2 kcal/mol
Calculated total energy = -8038.14603 hartree
2S+1 = 2
LUMO level (spin up / spin down) = 3.296 / 3.294 eV
HOMO-LUMO gap (spin up / spin down) = 4.133 / 6.007 eV
Maximum force = 0.04116 Eh/bohr

=====

Record 2
ORCA calculation (wB97M-V/def2-TZVPD) on a molecular structure, C38H63N5NaO2S.

Cartesian coordinates (Å):
S: 2.5617 3.3456 1.2349
Na: 0.7312 0.7184 1.0545
O: -0.9227 2.1453 0.9371
O: 2.4239 -0.6614 1.1833
N: 3.7752 1.4530 2.5766
N: 3.4293 3.4443 3.7461
N: -0.5273 -0.9377 2.1710
N: -1.1558 -0.6658 -1.8363
N: -0.6425 1.4302 4.2353
C: 0.2801 2.5310 4.3707
C: -0.3686 -0.1297 -0.9295
C: 0.6953 -4.3679 -2.7753
C: -5.6260 -0.9988 -1.5908
C: -1.6326 1.6298 0.0247
C: -3.4692 0.2414 -1.8386
C: -2.0392 4.1015 -2.6562
C: -0.7683 -0.9454 3.6200
C: -1.7406 -0.5364 1.4305
C: -2.3225 3.8227 -1.1695
C: 5.0677 -1.0655 -0.0718
C: -3.6678 4.4668 -0.7931
C: -2.4511 -0.5876 -1.1434
C: 0.8542 -2.2953 0.4702
C: -1.2300 4.5433 -0.3720
C: 4.0508 -0.9167 -1.2160
C: 0.0973 -2.2137 1.7682
C: 2.7886 -1.7352 -0.9285
C: -1.7705 1.5706 5.1245
C: 0.4207 -3.6079 -4.0816
C: 2.0448 -1.5178 0.2776
C: -3.3298 1.5798 -1.7358
C: -0.5845 -5.1114 -2.3921
C: 4.6109 3.3997 4.5999
C: -4.5868 -0.4670 -2.5920
C: 3.6697 0.5621 -1.3870
C: 1.1406 -3.3921 -1.6873
C: -2.3705 2.3047 -0.9461
C: 3.8970 0.5898 3.7387
C: 0.4669 -3.2199 -0.4916
C: -4.0237 -1.6557 -3.3900
C: 3.3176 2.7219 2.5891
C: -5.2948 0.4643 -3.5774
C: -1.6194 0.0616 0.0129
C: 2.2983 -2.6288 -1.8645
C: 4.7613 -1.3654 -2.4969
C: 0.0026 0.1375 4.3589
C: 1.7933 -5.4118 -3.0282
H: 4.1687 -1.1459 -3.3889
H: -5.8366 1.2582 -3.0591
H: -4.5794 0.9308 -4.2580
H: -4.4962 4.0572 -1.3769
H: 5.9265 -0.4096 -0.2476
H: -0.2518 3.4753 4.2462
H: -1.2550 5.6089 -0.6293
H: 1.0001 0.1913 3.9127
H: -0.4471 -5.6998 -1.4821
H: -3.2173 -1.3285 -4.0521
H: -2.5172 0.7997 4.9306
H: -1.8372 -0.8301 3.8243
H: -0.8702 -5.7946 -3.1965
H: 1.4800 -6.1278 -3.7950
H: -2.8129 -1.5871 -0.8785
H: 2.8621 0.6698 -2.1142
H: -0.4167 -2.9182 -3.9487
H: -1.4790 1.4988 6.1905
H: -3.6405 5.5482 -0.9664
H: 4.9844 -2.4354 -2.4841
H: 3.0765 0.7549 4.4420
H: -5.1685 -1.7040 -0.8917
H: 4.5346 1.1396 -1.7309
H: 5.5305 3.3144 4.0153
H: 4.6038 -0.8189 0.8794
H: 0.1373 -0.1429 5.4229
H: 3.5551 0.9741 1.7070
H: 5.7066 -0.8243 -2.5877
H: -6.4431 -1.5177 -2.1047
H: 2.8486 -2.7581 -2.7890
H: 3.8422 -0.4376 3.3852
H: 0.1655 -4.3019 -4.8889
H: -0.6756 -3.0032 1.7725
H: -2.4351 -1.3950 1.3762
H: 3.3287 0.9928 -0.4485
H: -0.4909 -1.9202 4.0309
H: -1.0661 3.6901 -2.9329
H: -6.0206 -0.1001 -4.1690
H: -4.0221 2.1919 -2.3070
H: 4.6495 4.3269 5.1676
H: 1.2894 -3.0258 -4.3933
H: 0.8178 -2.4504 2.5563
H: -2.0282 5.1798 -2.8492
H: 4.8465 0.7219 4.2584
H: 1.0309 2.4786 3.5875
H: -2.2445 2.5392 4.9638
H: -2.7907 3.6516 -3.3093
H: -0.9455 -0.8289 -2.8126
H: 0.7886 2.5467 5.3541
H: -3.6286 -2.4355 -2.7354
H: 4.5699 2.5797 5.3140
H: -2.2067 0.2395 2.0380
H: -1.3632 4.4274 0.7004
H: -0.2405 4.1534 -0.6144
H: -6.0442 -0.1750 -1.0098
H: 2.0138 -5.9602 -2.1098
H: 3.0543 4.3677 3.5960
H: 2.7184 -4.9390 -3.3631
H: 5.4353 -2.0950 -0.0222
H: -0.4307 -3.7961 -0.2867
H: -4.8044 -2.1082 -4.0080
H: -1.4124 -4.4174 -2.2277
H: -3.8816 4.2932 0.2642

Results
Molar mass = 677.0 g/mol
Net charge = -1
Energy relative to the best compared isomer or geometry (same formula, charge and spin) = 0.0 kcal/mol
Calculated total energy = -2470.54512 hartree
LUMO level = 1.968 eV
HOMO-LUMO gap = 5.371 eV
Maximum force = 0.01559 Eh/bohr

=====

Record 3
ORCA calculation (wB97M-V/def2-TZVPD) on a molecular structure, C38H65AsF6IN2O3RbSb.

Cartesian coordinates (Å):
I: -4.6279 5.1435 0.0675
Sb: -0.9470 1.6514 4.0770
Rb: -0.1852 2.0560 -0.1932
As: -1.4029 5.4151 -1.5288
F: -2.0322 0.1019 4.0258
F: -1.1115 1.7214 5.9592
F: 0.5935 0.5598 4.2179
F: -0.7805 1.5848 2.1732
F: -2.4648 2.7551 3.8752
F: 0.1617 3.1836 4.0849
O: -2.1833 0.1239 -0.2880
O: -0.2104 4.2051 -1.4871
O: 2.3202 1.3340 -0.6333
N: -0.4611 1.0705 -3.3291
N: 0.6347 -0.9605 -1.4792
C: -2.6726 -5.4384 0.3320
C: -3.6289 -1.7061 0.1656
C: 4.0077 0.7311 0.9375
C: -0.0672 -0.2587 -3.7340
C: 4.1101 2.1537 1.4883
C: -2.7564 5.3411 -2.9547
C: -4.8613 -0.8140 0.2700
C: -4.1167 -5.9260 0.4488
C: -1.9001 -5.9301 1.5645
C: -1.1610 -1.9609 -0.0200
C: 7.0565 -2.2991 1.5268
C: -4.6868 0.1702 1.4407
C: -1.4213 6.7805 -0.1185
C: -0.2020 -1.2857 -2.6100
C: 2.0399 -1.2279 -1.7348
C: 4.5577 3.1089 0.3717
C: -0.2958 6.6768 -2.6991
C: 5.1284 2.2464 2.6262
C: 2.7508 2.6184 2.0396
C: 3.0673 0.4459 -0.1331
C: -2.0597 -6.0727 -0.9261
C: 0.2007 -1.3417 -0.1252
C: 5.4238 -4.0577 0.9073
C: -1.3144 -3.3194 0.1091
C: 4.7786 -0.3040 1.4179
C: -2.7068 4.2085 -0.3072
C: -6.1292 -1.6298 0.5277
C: -2.3249 -1.1017 -0.0478
C: 0.2273 2.1310 -4.0318
C: 5.5760 -2.7010 1.5933
C: 2.9862 -0.9078 -0.6090
C: 5.1731 -2.8624 3.0671
C: -1.8905 1.2709 -3.3306
C: 3.7974 -1.8920 -0.0709
C: -3.6988 -3.0790 0.2765
C: -5.0736 -0.0278 -1.0344
C: -2.5739 -3.9187 0.2330
C: 4.7072 -1.6259 0.9442
H: 7.2486 -1.3787 2.0792
H: -2.3039 -5.4874 2.4765
H: 0.0224 -2.2905 -3.0238
H: 4.4020 -4.4349 0.9805
H: 5.4752 -0.0965 2.2214
H: -3.8143 0.8035 1.3057
H: -1.9678 -7.0195 1.6457
H: -4.5686 -0.3650 2.3852
H: -5.1948 -0.7097 -1.8819
H: 6.0831 -4.7860 1.3878
H: 5.2852 -1.9253 3.6134
H: -0.0640 2.1927 -5.1004
H: 5.7973 -3.6189 3.5554
H: 5.5356 2.8124 -0.0200
H: 3.8384 3.1182 -0.4443
H: -6.0669 -2.2008 1.4571
H: -4.7147 -5.6210 -0.4123
H: -0.3694 7.0169 0.0362
H: 2.0375 2.6934 1.2246
H: 0.9197 -2.0449 0.3096
H: -2.1954 5.1312 -3.8651
H: -2.9865 3.2584 -0.7693
H: -2.0975 -7.1647 -0.8607
H: 6.1381 1.9805 2.2996
H: -0.8513 7.5905 -2.9448
H: -1.9396 7.6756 -0.4642
H: -1.8792 6.4188 0.7980
H: 5.6900 -4.0067 -0.1508
H: -4.1297 -7.0180 0.4988
H: -2.1162 2.2705 -2.9517
H: -3.2533 6.3062 -3.0592
H: 0.0193 3.0846 -3.5421
H: -4.2329 0.6310 -1.2327
H: 0.2284 -0.4363 0.4904
H: -5.5697 0.8114 1.5149
H: -1.0185 -5.7764 -1.0542
H: 4.8553 1.6070 3.4688
H: -2.3832 0.5571 -2.6721
H: -2.3212 1.1859 -4.3488
H: -2.6034 -5.7599 -1.8201
H: -0.8456 -5.6599 1.5070
H: 0.6235 6.9444 -2.1755
H: 7.6823 -3.0870 1.9587
H: -3.5000 4.5706 -2.7654
H: 1.3041 1.9630 -3.9762
H: 2.8434 3.6012 2.5084
H: 5.1549 3.2763 2.9900
H: 0.9693 -0.2135 -4.0730
H: 2.3425 -0.6374 -2.6054
H: -6.3456 -2.3246 -0.2890
H: -0.6602 -0.6122 -4.6026
H: 4.1288 -3.1680 3.1510
H: 2.3593 1.9263 2.7864
H: 4.6434 4.1248 0.7706
H: 2.1912 -2.2943 -2.0068
H: -5.9793 0.5791 -0.9513
H: -1.2432 -1.3100 -2.2940
H: -0.4177 -3.9320 0.1138
H: 7.3682 -2.1381 0.4927
H: -0.0238 6.1613 -3.6222
H: -6.9759 -0.9454 0.6151
H: 3.6933 -2.8993 -0.4617
H: -4.6711 -3.5295 0.4116
H: -4.6016 -5.5431 1.3486
H: -2.3244 4.0021 0.6960

Results
Molar mass = 1121.0 g/mol
Net charge = -2
Energy relative to the best compared isomer or geometry (same formula, charge and spin) = 45.2 kcal/mol
Calculated total energy = -5219.37398 hartree
2S+1 = 2
LUMO level (spin up / spin down) = 3.340 / 1.883 eV
HOMO-LUMO gap (spin up / spin down) = 4.902 / 3.439 eV
Maximum force = 0.03085 Eh/bohr

=====

Record 4
ORCA calculation (wB97M-V/def2-TZVPD) on 12 unconnected molecules or ions with the total composition C38H65N7O5S5.

Cartesian coordinates (Å):
S: -3.0879 2.1336 0.9729
S: 0.3302 -5.3901 1.5981
S: -2.0122 3.7039 -4.6363
S: -4.3492 -1.3772 -3.0719
S: 4.7423 -0.3075 -0.0431
O: -3.5963 2.7804 2.2494
O: 0.4874 -3.8942 1.6935
O: 3.6222 -0.3787 0.9341
O: -2.0132 3.2822 -6.0808
O: -4.1270 0.0947 -3.1828
N: 2.8411 3.6115 -5.5900
N: 3.2702 1.9391 2.7697
N: -0.3871 -1.7028 0.3541
N: 1.2675 3.9104 1.3676
N: 0.5914 -2.5507 5.4630
N: -1.3728 0.1368 4.9820
N: 0.8467 -2.7599 -2.4140
C: -1.4459 -0.0384 3.6255
C: 2.3902 -2.6789 4.1090
C: -2.6429 -1.6811 4.5609
C: -5.3596 -1.6204 -1.5333
C: 0.8141 3.3296 0.1973
C: 2.6423 2.2693 -5.4909
C: 1.6062 -3.1525 6.2323
C: -2.3018 -1.0402 3.3500
C: 0.5815 -0.8392 -0.0720
C: 1.0268 -2.4345 4.1871
C: 3.0731 4.1400 -4.3521
C: 2.8491 3.1332 -3.4489
C: 1.0955 -4.0253 -4.2088
C: 0.2223 -5.8576 3.3649
C: 4.7233 1.4132 -0.6083
C: 2.9200 2.7870 4.7708
C: 0.6515 -2.7984 -3.7824
C: 2.5523 1.9466 -4.1574
C: 1.1475 4.2067 -0.8262
C: -1.5717 -1.4556 -0.2716
C: 2.7040 -3.0701 5.4211
C: 1.4612 -3.8978 -2.0038
C: -0.9151 2.5405 -3.7968
C: 1.8572 5.1066 1.0760
C: -2.0544 -0.9193 5.5765
C: -5.7544 -1.8017 -4.2055
C: 2.2030 1.5952 4.6414
C: 3.4405 3.0634 3.5343
C: -0.0004 -0.1207 -1.1237
C: 4.1998 -1.0157 -1.6337
C: -1.3578 -0.4233 -1.1617
C: -1.4436 -5.6022 1.1586
C: 2.3892 1.0482 3.3839
C: 1.7025 -4.6795 -3.1231
C: -4.5405 1.6254 0.0342
C: -2.6556 3.6461 0.0529
C: 1.9197 5.2416 -0.3004
C: -3.5681 3.1821 -3.8424
H: 1.4920 -4.0580 -0.9362
H: 1.5164 1.1471 5.3451
H: -5.1148 0.8420 0.5350
H: -5.2435 2.4526 -0.0753
H: 1.5214 -0.8497 0.4573
H: -0.2087 -2.3863 1.0921
H: -0.6476 0.6621 5.4352
H: 3.0370 -2.5657 3.2583
H: -6.7482 -1.8036 -3.7601
H: 0.0876 2.7730 -4.1569
H: 0.5436 -1.9922 -1.8061
H: -1.7036 -6.6145 0.8556
H: -2.0419 0.0094 -1.8771
H: 0.4396 2.3187 0.1908
H: 4.4605 -2.0718 -1.6284
H: 1.2474 3.4727 2.2740
H: 1.3367 -3.6036 7.1695
H: 5.2391 1.6073 -1.5487
H: 3.0282 4.0299 -6.4840
H: -1.9060 4.2313 0.5811
H: 3.3159 5.1806 -4.2223
H: -6.2844 -1.0503 -1.4480
H: -4.6874 -1.2331 -0.7659
H: 0.4461 0.7644 -1.5589
H: 2.9085 3.2019 -2.3770
H: -0.3667 -6.7673 3.4582
H: -3.5030 4.3000 -0.1631
H: 4.2558 3.7100 3.2434
H: 5.1741 2.0507 0.1570
H: 2.3855 5.6850 1.8162
H: -1.0570 1.4993 -4.0977
H: 3.6392 -3.4616 5.8099
H: -0.3617 -2.3856 5.7419
H: -0.1952 -5.1154 4.0532
H: 0.3787 -2.1676 3.3685
H: 2.0755 -5.6824 -3.2617
H: -1.5833 -4.9103 0.3255
H: -2.2260 3.4905 -0.9418
H: -3.2701 -2.5569 4.5900
H: -5.5912 -2.6730 -1.3742
H: 1.2609 -5.7870 3.6998
H: 3.1285 -0.9089 -1.8149
H: -4.3304 1.1780 -0.9414
H: 4.6755 -0.4858 -2.4589
H: 2.4407 1.7188 -6.3964
H: -3.7160 3.8650 -3.0058
H: -3.5358 2.1324 -3.5613
H: -2.4747 -2.0295 -0.1406
H: 0.1165 -1.9970 -4.2643
H: 0.9108 -4.4754 -5.1718
H: -2.1111 -0.9271 6.6528
H: -5.6301 -2.8683 -4.4318
H: 2.3056 0.9502 -3.8250
H: 2.3149 6.0557 -0.8863
H: -5.7130 -1.2844 -5.1598
H: -2.1189 -5.2435 1.9355
H: -4.3290 3.4162 -4.5858
H: -2.4515 -1.4021 2.3445
H: 2.1328 0.1623 2.8313
H: 3.0752 3.3631 5.6685
H: 0.9815 3.9446 -1.8571
H: 3.7177 1.8299 -0.7238
H: -0.9919 2.5864 -2.7106
H: -0.7573 0.4703 2.9675
H: 3.6968 1.9026 1.8624

Results
Molar mass = 860.3 g/mol
Net charge = 0
Energy relative to the best compared isomer or geometry (same formula, charge and spin) = 20.3 kcal/mol
Calculated total energy = -4237.09688 hartree
LUMO level = 0.115 eV
HOMO-LUMO gap = 7.922 eV
Maximum force = 0.05862 Eh/bohr